1.
A structure of composition C17H41IrN5P2. Source: the OMol25 dataset; level of theory: wB97M-V/def2-TZVPD.

Properties
Spin multiplicity ... 6
<S²> ... 8.769
Electronic energy ... -47116.9181 eV
Kohn-Sham gap (spin up / spin down) ... 9.02 / 6.67 eV
LUMO energy (spin up / spin down) ... -11.50 / -15.41 eV
Total charge ... +4

Geometry as XYZ:
```
66
Properties=species:S:1:pos:R:3:forces:R:3
Ir 0.040101 -0.323462 -0.039638 0.32 0.00 0.19
C -0.599278 1.359313 3.780897 0.00 0.01 -0.01
C -0.154226 -0.043568 3.388716 0.01 0.09 0.00
N -0.689743 -0.632475 2.114847 -0.09 -0.13 -0.05
C -2.184917 -0.651735 2.021911 0.01 0.04 -0.01
C -2.667413 0.381916 1.033989 0.02 -0.01 0.00
N -2.088861 0.147388 -0.330774 -0.15 -0.08 0.10
C -2.494101 1.310751 -1.181405 -0.03 0.10 -0.04
C -2.298429 1.254377 -2.696080 0.00 -0.03 -0.03
C -1.059393 0.683736 -3.371022 0.01 0.07 -0.01
N 0.260345 1.052183 -2.940506 -0.06 0.01 -0.02
C 0.667920 2.130464 -2.008246 0.15 -0.22 0.21
C 0.569810 2.734707 0.456209 0.11 -0.03 -0.03
N 0.669528 2.254108 1.810321 0.01 0.02 0.01
C -0.261037 2.556926 2.843861 -0.01 -0.05 0.02
H -0.152321 1.541131 4.758634 -0.02 -0.01 0.01
H -1.676757 1.397943 3.948423 0.00 0.00 -0.01
H -0.468495 -0.696795 4.207254 0.00 0.00 0.00
H 0.932569 -0.120930 3.343195 -0.01 0.02 -0.01
H -0.402849 -1.606940 2.177475 0.01 0.01 0.05
H -2.635131 -0.476854 3.000168 0.00 -0.01 0.01
H -2.499186 -1.649920 1.712966 0.01 0.00 0.00
H -2.352203 1.380389 1.343715 -0.01 0.01 -0.02
H -3.758225 0.388510 0.985032 0.00 -0.02 0.01
H -2.566564 -0.672601 -0.704653 0.00 0.02 -0.03
H -2.007333 2.188520 -0.757540 0.08 -0.06 0.00
H -3.566189 1.457306 -1.028092 0.01 0.08 0.01
H -2.421215 2.285023 -3.034624 -0.07 -0.01 -0.01
H -3.130626 0.709259 -3.147988 0.03 -0.06 0.01
H -1.126149 0.939838 -4.444363 0.02 -0.03 0.01
H -1.047485 -0.416801 -3.399400 -0.02 0.02 0.07
H 1.013095 0.591700 -3.450223 0.00 0.07 -0.09
H 0.264051 3.861830 -3.072969 0.00 0.02 0.02
H 1.728584 2.288678 -2.265872 -0.01 0.01 -0.02
H -0.339268 3.342304 0.411478 0.01 0.01 0.00
H 1.421668 3.417994 0.281950 0.00 0.00 0.02
H 1.502611 1.721262 2.059294 0.01 0.02 0.00
H -1.140229 3.014942 2.393132 0.00 0.01 0.00
H 0.208494 3.344645 3.466287 0.00 0.01 -0.01
C -1.038503 -3.072305 -2.150894 0.03 0.04 -0.05
P 0.004455 -2.639571 -0.746325 0.00 -0.05 -0.06
C -0.564942 -3.708772 0.609906 -0.03 -0.03 -0.06
C 1.719913 -3.166755 -1.057914 0.03 0.08 0.17
C 2.595683 -2.607848 0.074380 -0.14 0.01 -0.15
P 2.337363 -0.799881 0.130033 0.13 -0.03 -0.09
C 3.280061 -0.169497 1.539852 0.02 -0.07 0.01
C 3.277302 -0.198412 -1.300536 0.00 -0.01 0.02
H -0.938352 -4.139563 -2.366596 0.02 -0.01 0.04
H -0.745741 -2.522818 -3.045174 0.01 -0.05 -0.01
H -2.087515 -2.875678 -1.922506 -0.01 -0.01 -0.03
H -0.416095 -4.741263 0.277487 -0.03 0.00 0.00
H -1.629781 -3.576415 0.800715 0.00 0.00 0.02
H 0.006715 -3.584938 1.529953 0.02 0.02 -0.01
H 2.045660 -2.801077 -2.034195 -0.01 -0.01 -0.02
H 1.751431 -4.258478 -1.099177 0.01 0.00 0.01
H 3.653301 -2.818103 -0.099004 0.00 0.01 0.00
H 2.336963 -3.053189 1.037852 0.00 0.01 0.02
H 4.311086 -0.524255 1.454567 -0.01 -0.02 -0.01
H 2.891897 -0.529046 2.492452 0.00 0.03 0.01
H 3.335514 0.921513 1.521198 0.00 0.00 0.02
H 4.278122 -0.635742 -1.277468 0.01 0.01 0.02
H 3.386946 0.885088 -1.260910 -0.02 0.01 -0.01
H 2.812970 -0.492107 -2.242193 0.00 0.00 -0.01
N -0.091109 3.273438 -2.330350 0.09 0.07 -0.05
C 0.600438 1.609415 -0.570511 -0.39 0.14 -0.12
H -0.604931 3.781195 -1.631002 -0.05 -0.04 -0.01
```
Positions in Å, forces in eV/Å.

***

2.
A cluster of 5 separate species, C17H42B3N4O7P in total. Source: the OMol25 dataset; level of theory: wB97M-V/def2-TZVPD.

Properties
Spin multiplicity ... 1
Electronic energy ... -49930.0170 eV
SMILES ... CCCB1OBOB(P(C)C)O1.CNC(C)=O.CNC(C)=O.CNC(C)=O.CNC(C)=O
Kohn-Sham gap ... 8.03 eV
LUMO energy ... 0.39 eV

Geometry as XYZ:
```
74
Properties=species:S:1:pos:R:3:forces:R:3
C -3.197436 7.100001 0.232150 0.03 0.05 0.00
C -2.675417 6.685606 1.617281 0.12 0.17 0.01
C -1.425462 5.802003 1.546891 -0.34 -0.16 0.14
B -1.680012 4.344902 1.042991 -0.06 -0.30 0.38
O -2.916196 3.946827 0.549027 0.06 0.38 -0.50
B -2.950968 2.933723 -0.377460 -0.09 -0.25 0.29
O -1.883960 2.077125 -0.490997 0.18 0.30 -0.51
B -0.660714 2.404804 0.090686 -0.19 -0.45 0.51
P 1.020089 1.607875 -0.394373 0.19 0.21 -0.15
C 1.086041 0.227299 0.826985 -0.21 0.10 0.22
C 0.591931 0.715749 -1.939353 0.14 -0.08 -0.01
O -0.666543 3.401990 1.055027 0.10 0.35 -0.47
H -4.259216 6.891106 0.110788 0.00 -0.02 -0.01
H -2.664893 6.578566 -0.564888 -0.06 -0.06 -0.01
H -3.050414 8.166521 0.058532 -0.01 0.00 -0.01
H -2.429940 7.584436 2.185562 -0.04 0.01 0.04
H -3.459114 6.179345 2.182936 0.01 -0.07 -0.04
H -0.946219 5.727999 2.528316 0.12 0.08 -0.04
H -0.688426 6.259397 0.876709 0.11 -0.01 0.10
H -3.892005 2.807546 -1.095690 -0.06 -0.08 0.13
H 0.203710 -0.412904 0.780940 0.02 -0.07 -0.07
H 1.976372 -0.358343 0.608564 -0.04 0.01 0.06
H 1.145072 0.649821 1.831577 0.12 -0.05 0.03
H 0.156687 1.410885 -2.658473 -0.08 -0.02 0.02
H 1.524966 0.338079 -2.355137 -0.01 -0.03 -0.03
H -0.063188 -0.140103 -1.787641 -0.10 0.11 -0.03
C -2.204325 -3.272592 -4.308218 0.05 0.00 0.02
C -1.967544 -2.404377 -3.091654 -0.10 0.10 0.02
O -0.846132 -2.105177 -2.722571 0.03 -0.22 -0.03
N -3.061783 -1.953511 -2.419044 0.02 -0.05 0.05
C -4.457454 -2.194065 -2.712614 0.01 0.04 0.01
H -1.234490 -3.534841 -4.719455 0.01 0.01 0.00
H -2.742560 -4.184463 -4.045295 -0.03 0.01 -0.02
H -2.782022 -2.741511 -5.065386 -0.01 -0.01 0.00
H -2.834921 -1.368507 -1.629053 0.01 0.03 -0.02
H -4.983749 -1.259395 -2.914083 0.00 0.00 -0.02
H -4.955417 -2.693223 -1.879127 0.01 -0.02 -0.01
H -4.549625 -2.828063 -3.589069 -0.02 0.00 0.00
C 2.729126 -3.405943 -1.222920 0.05 0.09 0.01
C 3.641148 -2.208615 -1.320818 -0.08 -0.10 -0.05
O 3.231144 -1.072684 -1.142443 0.14 0.07 -0.01
N 4.948999 -2.431130 -1.624381 0.02 0.03 0.00
C 5.603661 -3.698088 -1.864029 0.01 0.04 0.01
H 1.732977 -3.052963 -0.975286 -0.01 0.01 -0.03
H 2.690857 -3.937661 -2.174955 -0.01 -0.04 0.02
H 3.052838 -4.106796 -0.455147 0.00 -0.02 -0.03
H 5.500234 -1.588863 -1.677337 -0.01 0.00 0.01
H 6.406536 -3.869116 -1.144313 -0.01 -0.01 0.01
H 6.030545 -3.737654 -2.868243 -0.02 -0.01 -0.01
H 4.887387 -4.507874 -1.767316 0.01 -0.01 0.00
C 1.667315 4.103281 3.279223 0.09 0.02 -0.04
C 2.862879 4.889990 3.766231 -0.03 -0.03 0.05
O 3.525364 5.592182 3.024879 -0.01 0.02 -0.01
N 3.179237 4.789965 5.090430 0.01 0.01 0.00
C 2.515469 4.012412 6.112467 0.04 0.02 0.00
H 1.549905 4.272806 2.214300 0.02 0.02 0.00
H 1.806030 3.034272 3.448306 -0.03 0.00 0.01
H 0.758454 4.417403 3.794927 -0.01 -0.04 0.01
H 3.983327 5.337519 5.353403 0.00 0.00 -0.01
H 2.136624 4.651605 6.912786 -0.02 0.00 -0.01
H 3.192699 3.278369 6.553961 -0.01 -0.02 -0.02
H 1.674611 3.477349 5.682594 -0.01 -0.01 0.02
C -0.764529 -6.451446 1.160368 0.04 0.00 0.01
C 0.110089 -6.115155 -0.026599 -0.06 0.07 0.00
O 1.273166 -5.777277 0.107304 0.01 -0.11 0.03
N -0.451833 -6.193225 -1.262974 0.00 -0.05 -0.04
C -1.806111 -6.563053 -1.610377 0.06 0.02 0.00
H -0.164072 -6.333935 2.056813 0.01 0.00 -0.01
H -1.625745 -5.784702 1.216298 -0.01 -0.01 -0.01
H -1.128281 -7.478139 1.104267 -0.02 0.00 0.00
H 0.180557 -5.948227 -2.008907 -0.01 0.04 0.01
H -1.820863 -7.442828 -2.256260 -0.01 -0.01 0.01
H -2.314237 -5.747729 -2.129221 -0.01 0.02 0.03
H -2.370225 -6.794588 -0.712412 -0.02 0.00 -0.01
```
Positions in Å, forces in eV/Å.

***

3.
A structure of composition C17H42N2O11PS2 in a non-equilibrium geometry. Source: the OMol25 dataset; level of theory: wB97M-V/def2-TZVPD.

Properties
Spin multiplicity ... 1
Electronic energy ... -74767.5174 eV
Kohn-Sham gap ... 7.22 eV
LUMO energy ... 2.03 eV
Total charge ... -1

Geometry as XYZ:
```
75
Properties=species:S:1:pos:R:3:forces:R:3
C 5.514347 -3.137937 3.219108 -1.42 1.03 -0.10
P 6.558937 -2.757496 1.688151 1.39 -1.43 0.96
C 6.073353 -3.994733 0.348731 -1.24 -0.81 0.07
S 6.291365 -0.727948 1.057597 1.60 5.04 -0.51
O 6.670205 0.172854 2.214291 -1.31 -2.83 -1.89
O 7.296682 -0.506183 -0.053852 -2.80 -1.65 1.71
N 4.738128 -0.366845 0.454655 -0.32 -0.28 2.05
S 3.696036 0.196450 1.673195 2.13 2.89 2.76
O 3.863750 -0.462873 3.013379 -0.93 -0.26 -2.74
O 3.802367 1.691871 1.906882 -0.68 -3.02 -1.63
C 1.973178 -0.090896 1.015610 -0.27 -0.04 0.02
C 1.275111 -1.376295 1.615563 -0.17 -0.28 -0.87
C 1.986352 -2.737407 1.265236 0.13 -3.11 1.81
N 2.750707 -2.930628 0.027948 -1.37 1.59 1.04
O 1.897512 -3.745105 2.020100 0.09 3.54 -1.94
H 5.616095 -2.224610 3.894933 0.04 -1.25 -0.83
H 5.861087 -4.075413 3.745302 -0.14 1.06 -0.80
H 4.396668 -3.202957 2.993756 1.44 -0.10 0.32
H 6.955469 -4.632485 0.026834 -0.91 1.19 0.30
H 5.340712 -4.725631 0.837598 0.82 0.98 -0.62
H 5.525805 -3.555942 -0.534888 0.82 -0.43 0.82
H 1.355001 0.816623 1.306256 1.08 -0.95 -0.23
H 2.070484 -0.080569 -0.109757 -0.15 -0.20 1.20
H 0.232094 -1.430891 1.147339 1.26 0.00 0.52
H 1.112942 -1.320862 2.732110 0.51 -0.06 -1.30
H 3.710546 -2.631320 0.258009 -0.24 -0.11 -0.24
H 2.396295 -2.199515 -0.609133 0.63 -0.35 0.13
C -1.806485 5.604860 0.451092 0.09 0.17 -0.15
O -0.506044 6.169782 0.529111 -0.18 -0.29 0.15
C 0.247302 5.654196 1.625687 0.33 0.13 -0.39
C 1.227652 4.577989 1.175278 -0.18 -0.20 0.43
O 0.547873 3.423364 0.692267 -0.15 0.29 -0.23
C 0.485896 3.382602 -0.724958 0.12 -0.16 0.11
H -2.209588 5.816397 -0.541303 0.05 0.04 0.09
H -1.793747 4.522223 0.595144 0.03 0.02 0.03
H -2.456417 6.067433 1.200481 -0.11 -0.07 0.04
H -0.416860 5.274418 2.409418 0.01 -0.06 -0.07
H 0.815251 6.491842 2.042742 0.01 -0.04 0.03
H 1.823500 4.261508 2.036252 0.05 -0.01 -0.06
H 1.916063 4.968564 0.418123 -0.09 0.01 0.03
H 1.452908 3.061281 -1.124343 0.00 0.03 -0.10
H 0.220950 4.351938 -1.153520 0.00 0.02 0.04
H -0.274591 2.655213 -1.011534 0.03 -0.03 0.08
C -5.157049 5.586289 -2.459692 0.18 -0.11 0.03
O -5.149595 5.015485 -1.158799 -0.33 0.16 -0.16
C -6.184354 5.537202 -0.330859 0.21 -0.45 0.18
C -7.372057 4.585257 -0.255441 -0.14 0.38 -0.18
O -8.017500 4.454193 -1.518467 0.30 -0.13 0.05
C -7.636273 3.271090 -2.205746 -0.14 0.03 0.03
H -4.547213 4.955340 -3.109297 0.01 0.03 0.13
H -6.164755 5.641938 -2.877760 -0.01 0.01 0.05
H -4.717077 6.587366 -2.427947 -0.04 0.07 -0.08
H -6.497968 6.527714 -0.676822 -0.06 -0.07 -0.04
H -5.762175 5.649759 0.672827 -0.04 0.02 0.00
H -8.109555 4.997643 0.440034 0.03 0.00 0.02
H -7.062846 3.605776 0.126283 0.07 0.07 -0.06
H -8.161473 2.412253 -1.776332 0.06 -0.10 -0.04
H -6.559127 3.097110 -2.159066 -0.01 0.04 0.03
H -7.926970 3.376590 -3.250969 -0.06 0.05 0.06
C -1.979724 -5.551977 -1.508843 0.14 0.20 -0.13
O -0.691856 -4.960522 -1.442457 -0.24 -0.36 0.06
C 0.078345 -5.450328 -0.342874 0.35 0.20 -0.30
C 1.077185 -6.507608 -0.793422 -0.24 -0.09 0.37
O 0.418610 -7.683331 -1.266245 -0.07 0.19 -0.28
C 0.346888 -7.734820 -2.681967 0.07 -0.10 0.18
H -2.390819 -5.357978 -2.502146 0.06 0.06 0.07
H -1.943424 -6.632979 -1.354358 0.03 0.01 0.04
H -2.636318 -5.096452 -0.761290 -0.10 -0.08 0.04
H -0.573937 -5.835978 0.447720 0.01 -0.08 -0.08
H 0.628807 -4.603689 0.064847 0.06 -0.10 0.02
H 1.685030 -6.804429 0.065739 0.00 0.07 -0.01
H 1.751346 -6.105953 -1.557921 -0.11 0.04 0.04
H 1.317574 -8.037589 -3.087698 0.00 0.03 -0.14
H 0.057485 -6.774388 -3.114478 0.02 0.02 0.04
H -0.399651 -8.480273 -2.957966 0.04 -0.04 0.07
```
Positions in Å, forces in eV/Å.

***

4.
A cluster of 8 separate species, C17H44BrO10 in total in a non-equilibrium geometry. Source: the OMol25 dataset; level of theory: wB97M-V/def2-TZVPD.

Properties
Spin multiplicity ... 1
Electronic energy ... -108860.0252 eV
Kohn-Sham gap ... 6.60 eV
LUMO energy ... 1.77 eV
Total charge ... -1

Geometry as XYZ:
```
72
Properties=species:S:1:pos:R:3:forces:R:3
O -2.286356 0.949975 -7.003872 0.01 -0.23 0.28
C -1.324270 0.897675 -6.219097 0.69 0.89 -0.60
O -0.228432 1.522719 -6.268092 -0.80 -0.29 0.11
C -1.447484 -0.038304 -4.978625 0.77 -0.51 0.12
C -1.392620 0.760983 -3.729071 -0.12 -0.15 -0.22
O -2.337517 1.206317 -3.178850 -0.58 0.39 0.52
Br 0.361773 1.089554 -2.936252 0.04 -0.06 -0.12
H -0.579744 -0.690461 -4.991290 0.10 -0.12 -0.12
H -2.348290 -0.637857 -4.970893 -0.33 0.14 -0.07
C 4.736396 3.584820 -3.093406 -0.07 -0.01 0.16
C 3.335346 2.999956 -3.163062 0.00 0.26 0.07
O 2.683022 3.042646 -1.893990 0.28 -0.09 0.07
H 5.335558 3.036682 -2.362286 0.01 -0.05 -0.04
H 5.231477 3.529399 -4.065164 -0.01 0.02 0.00
H 4.715018 4.633633 -2.780948 -0.01 -0.20 -0.18
H 3.363804 1.952750 -3.455836 -0.08 -0.03 0.02
H 2.730735 3.537531 -3.899327 0.01 -0.10 -0.09
H 2.623624 3.964077 -1.628154 -0.10 0.03 -0.04
C 7.480554 6.963162 -1.144122 -0.02 -0.07 -0.04
C 6.491464 7.534863 -2.144040 -0.13 -0.04 0.22
O 5.339467 6.709465 -2.280874 0.15 0.23 -0.01
H 7.786982 5.961781 -1.446424 0.02 0.00 -0.03
H 8.367694 7.593527 -1.064141 -0.01 0.01 0.01
H 7.025403 6.882529 -0.154265 0.02 0.06 0.02
H 6.940713 7.597317 -3.133545 -0.04 -0.01 -0.05
H 6.186470 8.543632 -1.843862 0.09 0.05 -0.06
H 4.915593 6.650916 -1.418970 -0.04 -0.02 0.00
C -1.815195 -0.227978 1.028714 -0.07 0.12 -0.04
C -0.410776 -0.704037 0.711316 0.00 0.26 0.17
O 0.434877 0.363742 0.301035 0.09 -0.20 0.08
H -2.251622 0.265696 0.159513 0.04 -0.02 -0.04
H -2.451204 -1.063652 1.319495 0.03 0.04 -0.04
H -1.799653 0.502814 1.844384 0.02 -0.04 0.03
H -0.428298 -1.414171 -0.113312 0.05 0.01 -0.04
H 0.028719 -1.204613 1.584752 -0.06 -0.13 -0.04
H 0.476048 1.005644 1.015070 -0.04 0.06 -0.01
C -2.919479 -4.162512 4.166356 0.03 0.04 -0.01
C -2.827499 -2.924083 3.295693 -0.23 -0.22 -0.09
O -2.830812 -3.243245 1.905796 0.08 -0.02 0.11
H -2.092474 -4.839789 3.950719 0.02 0.00 -0.01
H -2.894823 -3.901899 5.224988 -0.02 -0.02 -0.05
H -3.843066 -4.708472 3.960368 -0.02 0.01 0.01
H -1.897113 -2.388436 3.482017 0.01 0.05 -0.06
H -3.661959 -2.246848 3.513104 0.08 0.08 0.08
H -3.650148 -3.709080 1.714692 0.01 -0.07 -0.02
C -2.028668 -8.738720 4.129557 0.03 0.07 -0.03
C -3.348344 -8.000031 4.000176 0.04 -0.13 -0.20
O -3.399457 -7.206235 2.820223 -0.04 0.04 0.10
H -1.199487 -8.031272 4.134313 0.00 0.02 0.04
H -1.994936 -9.325865 5.048645 -0.01 -0.01 -0.01
H -1.879876 -9.414393 3.283987 -0.03 -0.05 0.03
H -3.484569 -7.313956 4.834996 -0.03 0.05 -0.02
H -4.183551 -8.709825 4.001039 0.00 0.01 0.11
H -3.293456 -7.788199 2.062112 0.02 0.01 -0.04
C -2.251278 4.433745 -7.599664 0.06 -0.04 -0.10
C -1.575586 4.990621 -6.361417 -0.05 -0.33 -0.07
O -2.086176 4.344866 -5.204865 0.03 0.20 0.16
H -3.333079 4.561980 -7.530695 0.00 0.04 0.01
H -1.897986 4.912219 -8.518142 0.04 0.01 0.04
H -2.040772 3.362262 -7.654133 -0.04 0.01 -0.11
H -1.764774 6.059051 -6.234514 -0.04 0.00 0.05
H -0.491615 4.840484 -6.429424 -0.01 0.04 -0.01
H -1.915484 3.399546 -5.307833 0.08 -0.01 -0.02
C 0.000368 -3.701146 8.575793 -0.03 -0.09 -0.04
C -0.971388 -3.121331 7.564600 -0.10 -0.04 0.21
O -2.106069 -3.963520 7.372768 0.11 0.00 0.05
H 0.335734 -4.687649 8.255471 0.03 0.01 -0.03
H 0.871838 -3.056600 8.696782 -0.01 0.01 0.01
H -0.479911 -3.816787 9.550519 0.02 0.06 0.02
H -0.496252 -3.023639 6.590011 -0.05 0.00 -0.05
H -1.304102 -2.128197 7.884202 0.08 0.05 -0.06
H -2.553028 -4.055778 8.219251 -0.02 -0.01 0.01
```
Positions in Å, forces in eV/Å.